[1]
Molecular formula: C29H46BrN3NiP2
Method: DFT, ωB97M-V with the def2-TZVPD basis set

Computed properties:
spin multiplicity: 3
maximum force: 0.0579 hartree/bohr
total charge: +2
highest occupied orbital energy (alpha / beta): -13.37 / -13.38 eV

Structure (XYZ):
```
82
C29H46BrN3NiP2, DFT ωB97M-V with the def2-TZVPD basis set
N 1.9174 4.1286 5.5785
C 2.4169 2.8914 5.4798
C 2.9565 2.4031 4.2762
C 2.8776 3.2076 3.0993
C 2.4055 4.5282 3.2496
C 1.8645 4.9062 4.4963
C 3.1585 2.6407 1.7871
Ni -0.1066 -0.4921 -0.8910
P -1.0896 -2.1368 -2.0924
C 3.1266 3.3216 0.6004
C 2.8781 2.5749 -0.6275
C 1.8360 2.9975 -1.4838
C 1.3032 2.1102 -2.4136
C 1.7675 0.7898 -2.3819
C 3.0265 0.4720 -1.8412
C 3.5225 1.3475 -0.8733
Br 0.8508 -0.5020 -3.5817
H 3.4308 1.5786 1.7712
H 3.2548 4.4138 0.5255
H 3.3949 1.3933 4.2347
H 2.4026 5.2557 2.4339
H 2.3841 2.2463 6.3679
H 1.3813 5.8809 4.5967
H 1.4152 3.9933 -1.3573
H 4.4126 1.1016 -0.2967
H 0.5498 2.4142 -3.1312
H 3.5707 -0.4334 -2.1382
P -1.4654 0.7867 0.2335
C 0.3414 -3.3306 -2.2756
C 0.2713 -4.3449 -3.4064
H 0.4898 -3.8371 -1.3056
H 1.2353 -2.7006 -2.4129
H 1.1781 -4.9612 -3.3557
H -0.5914 -5.0203 -3.3264
H 0.2507 -3.8686 -4.3961
C -2.2525 -1.2887 -3.3787
C -2.4794 -2.1714 -4.6072
H -1.7986 -0.3096 -3.6586
H -3.2331 -1.0421 -2.9004
H -2.5801 -1.5178 -5.4860
H -1.6434 -2.8755 -4.8021
H -3.4185 -2.7551 -4.5316
C -2.2859 -3.2164 -1.2394
C -2.7247 -4.4546 -2.0301
H -3.1621 -2.5947 -0.9974
H -1.8149 -3.5290 -0.2900
H -3.7153 -4.7817 -1.6788
H -2.8072 -4.2802 -3.1121
H -2.0303 -5.2893 -1.8772
C -2.7721 0.2059 1.4157
C -3.8085 -0.7660 0.8702
H -3.2973 1.1189 1.7490
H -2.2501 -0.2172 2.2840
H -4.5585 -0.9662 1.6454
H -4.3478 -0.3590 0.0069
H -3.4015 -1.7405 0.5815
C -2.5862 1.8594 -0.7853
C -1.8870 2.8357 -1.7062
H -3.2300 2.3947 -0.0607
H -3.2182 1.1742 -1.3754
H -2.6016 3.2142 -2.4428
H -1.4679 3.6971 -1.1757
H -1.0753 2.3644 -2.2631
C -0.4840 1.9690 1.2747
C -0.3957 1.6674 2.7714
H -0.8966 2.9851 1.1295
H 0.5261 1.9625 0.8374
H 0.0946 2.5026 3.2899
H -1.3875 1.5609 3.2259
H 0.1886 0.7619 2.9982
C 2.9558 -1.3259 1.0064
C 1.6142 -1.7557 1.4407
N 0.4192 -1.5417 0.8615
C -0.5311 -2.1869 1.6679
C 0.0975 -2.7526 2.7374
N 1.4441 -2.4833 2.5679
H 3.2190 -0.3881 1.5229
H 3.7163 -2.0874 1.2605
H 2.9567 -1.1422 -0.0731
H -1.5798 -2.2039 1.3996
H -0.3228 -3.2986 3.5629
H 2.1953 -2.7087 3.2224
```

=====

[2]
Molecular formula: C29H46BrNOP2V
Method: DFT, ωB97M-V with the def2-TZVPD basis set

Computed properties:
spin multiplicity: 4
maximum force: 0.0847 hartree/bohr
total charge: +2
highest occupied orbital energy (alpha / beta): -12.56 / -12.56 eV

Structure (XYZ):
```
81
C29H46BrNOP2V, DFT ωB97M-V with the def2-TZVPD basis set
C 7.2988 -1.3444 0.9836
C 7.2654 -0.4639 -0.1453
C 8.4816 -0.1279 -0.7813
C 9.6699 -0.6054 -0.2394
N 9.7007 -1.4439 0.7967
C 8.5672 -1.7374 1.4398
C 6.1065 0.0950 -0.6680
C 5.3349 0.8023 -1.5873
C 3.8160 0.6778 -1.3537
C 3.3286 -0.4901 -0.7467
C 1.9222 -0.6058 -0.6156
C 1.1520 0.5348 -0.4067
C 1.9068 1.7356 -0.2561
C 3.1864 1.8799 -0.8198
V 4.9626 1.2741 0.2004
P -0.3219 -2.4881 -2.5194
H 8.4800 0.4934 -1.6628
H 6.4073 -1.7265 1.4733
H 10.6162 -0.2804 -0.6832
H 8.6794 -2.3339 2.3567
H 3.6258 2.8885 -0.9301
H 3.8485 -1.4221 -0.9432
H 1.3698 2.5933 0.1415
H 1.4329 -1.5695 -0.6683
C -2.0667 -1.9158 -2.4843
C -2.8866 -2.0234 -3.7586
H -1.9930 -0.8676 -2.1650
H -2.5507 -2.4697 -1.6725
H -3.9151 -1.7016 -3.5561
H -2.5091 -1.3768 -4.5575
H -2.9407 -3.0458 -4.1511
C 0.0265 -2.8724 -4.2946
C 1.3602 -3.5932 -4.5095
H 0.0446 -1.8979 -4.8067
H -0.8080 -3.4476 -4.7159
H 1.6358 -3.5383 -5.5717
H 2.1712 -3.1242 -3.9307
H 1.3081 -4.6593 -4.2361
C -0.4692 -4.1966 -1.8312
C -1.4257 -5.1584 -2.5292
H -0.7684 -4.0587 -0.7792
H 0.5526 -4.6107 -1.8248
H -1.3767 -6.1292 -2.0211
H -2.4691 -4.8232 -2.4864
H -1.1510 -5.3268 -3.5765
Br -0.6540 0.5570 -0.2437
P 2.7391 3.1185 -3.5780
C 1.9713 1.4431 -3.6919
C 0.9267 1.3865 -4.8241
H 1.5360 1.1280 -2.7225
H 2.7792 0.7138 -3.9079
H 0.5538 0.3614 -4.9654
H 0.0708 2.0392 -4.6199
H 1.3812 1.7100 -5.7655
C 2.0022 4.1970 -2.2783
C 1.0792 5.2746 -2.8628
H 2.8216 4.6887 -1.7406
H 1.4424 3.6036 -1.5522
H 0.3117 5.5765 -2.1330
H 1.6371 6.1762 -3.1394
H 0.5464 4.9187 -3.7592
C 4.5482 3.0743 -3.5280
C 5.2627 3.6170 -4.7801
H 4.8548 2.0383 -3.3562
H 4.8516 3.6315 -2.6330
H 6.3460 3.6405 -4.5962
H 5.0872 2.9750 -5.6517
H 4.9346 4.6282 -5.0416
C -0.2979 0.1138 3.9800
C -1.0345 -0.9385 3.1239
C 0.0982 -1.7209 2.4389
O 1.2999 -0.9041 2.4233
C 1.0886 0.2253 3.3169
H -0.8102 1.0788 3.9949
H -0.2053 -0.2413 5.0153
H -1.6626 -0.4403 2.3767
H -1.6611 -1.5964 3.7261
H 0.2913 -2.6580 3.0074
H -0.1275 -1.9871 1.3931
H 1.1374 1.1398 2.6938
H 1.8975 0.2683 4.0737
```

=====

[3]
Molecular formula: C29H46ClF3N2O9
Method: DFT, ωB97M-V with the def2-TZVPD basis set

Computed properties:
structure (SMILES): O=C1C(CCC(F)(F)F)=CC(=O)c2c1ccc(COCOCCO)c2Cl.COCCNCCOC.COCCNCCOC
maximum force: 0.0367 hartree/bohr
total charge: 0
highest occupied orbital energy: -8.65 eV

Structure (XYZ):
```
90
C29H46ClF3N2O9, DFT ωB97M-V with the def2-TZVPD basis set
O 5.7104 1.3832 -3.0293
C 5.1492 1.9883 -3.9166
C 4.1251 1.3343 -4.8202
C 3.1398 0.3323 -4.2041
C 1.7516 1.0394 -4.1969
C 0.5845 0.0942 -3.9485
F -0.5313 0.6743 -4.4769
F 0.3145 -0.0286 -2.6376
F 0.7112 -1.0947 -4.5308
C 4.0619 1.6492 -6.1075
C 5.0445 2.6812 -6.6126
O 5.5587 2.6157 -7.7066
C 5.3597 3.7800 -5.5982
C 5.4281 3.4412 -4.2492
C 5.7273 4.3444 -3.2681
C 5.9297 5.6640 -3.6323
C 5.8316 6.0484 -4.9458
C 6.0065 7.5013 -5.3539
O 5.2769 8.4366 -4.5496
C 3.9736 8.0312 -4.2981
O 3.3058 7.6069 -5.4734
C 1.9668 7.2469 -5.1175
C 1.6950 5.7617 -5.3800
O 0.3394 5.6076 -5.8139
C 5.5665 5.1092 -5.9385
Cl 5.4676 5.5467 -7.6260
H 3.4412 0.2338 -3.1552
H 3.1238 -0.6163 -4.7405
H 1.7518 1.8021 -3.4112
H 1.5872 1.5662 -5.1419
H 3.3159 1.2043 -6.7644
H 5.7841 4.0599 -2.2212
H 6.1441 6.4074 -2.8688
H 7.0694 7.7461 -5.2108
H 5.7821 7.6981 -6.4026
H 3.4429 8.9161 -3.9064
H 3.9207 7.2709 -3.4959
H 1.7662 7.4367 -4.0564
H 1.3056 7.8245 -5.7732
H 1.7929 5.1538 -4.4642
H 2.3855 5.3694 -6.1402
H 0.2257 4.7114 -6.1424
C 1.6544 0.1807 1.4338
O 0.3402 0.6712 1.6180
C -0.5581 0.3179 0.5699
C -1.5889 -0.6852 1.0532
N -0.9833 -1.9883 1.3050
C -1.8509 -2.9245 2.0175
C -2.2998 -2.5554 3.4312
O -1.2556 -2.5499 4.3893
C -0.4981 -1.3544 4.4493
H 2.2912 0.6477 2.1843
H 1.7009 -0.9046 1.5701
H 2.0385 0.4404 0.4425
H -0.0296 -0.0473 -0.3122
H -1.0813 1.2352 0.2837
H -2.3685 -0.7924 0.2933
H -2.0480 -0.2714 1.9600
H -0.1410 -1.8595 1.8491
H -1.3026 -3.8684 2.0826
H -2.7367 -3.1166 1.4031
H -2.9931 -3.3350 3.7603
H -2.8654 -1.6175 3.4659
H -1.0995 -0.4723 4.2171
H 0.3668 -1.4073 3.7835
H -0.1160 -1.2523 5.4657
C -3.9558 -6.4221 3.8693
O -3.8205 -6.9697 5.1661
C -3.3444 -6.0379 6.1335
C -4.4331 -5.6825 7.1286
N -5.4777 -4.8760 6.5060
C -6.6799 -4.7171 7.3228
C -7.4791 -5.9708 7.6769
O -8.1216 -6.5853 6.5738
C -7.3099 -7.4663 5.8178
H -4.1497 -7.2412 3.1778
H -4.7974 -5.7224 3.8206
H -3.0373 -5.9147 3.5585
H -2.9254 -5.1425 5.6644
H -2.5345 -6.5349 6.6750
H -3.9917 -5.1207 7.9569
H -4.8324 -6.6239 7.5269
H -5.7439 -5.3038 5.6294
H -7.3454 -4.0483 6.7708
H -6.4076 -4.1974 8.2470
H -8.2856 -5.6567 8.3453
H -6.8896 -6.7037 8.2399
H -6.5666 -7.9761 6.4354
H -6.8193 -6.9369 4.9972
H -7.9607 -8.2192 5.3713
```

=====

[4]
Molecular formula: C29H46P2PdSe
Method: DFT, ωB97M-V with the def2-TZVPD basis set

Computed properties:
spin multiplicity: 5
maximum force: 0.0451 hartree/bohr
total charge: +2
ΔE to the lowest compared entry with this formula, charge and spin: 71.9 kJ/mol
highest occupied orbital energy (alpha / beta): -13.07 / -13.39 eV

Structure (XYZ):
```
79
C29H46P2PdSe, DFT ωB97M-V with the def2-TZVPD basis set
Pd 0.7286 -1.5362 -0.2521
C -0.6025 -2.5330 1.9599
C 0.7374 -2.8751 1.4506
C 0.9271 -1.2106 3.0669
C -0.4554 -1.5285 2.9303
C 1.6766 -2.0083 2.1812
C -1.8665 -3.1722 1.5607
H -1.7392 -3.7711 0.6508
H -2.6503 -2.4139 1.3769
H -2.2481 -3.8511 2.3448
C -1.5409 -0.9448 3.7446
H -2.4620 -1.5309 3.6422
H -1.7592 0.0995 3.4579
H -1.2582 -0.9488 4.8086
C 1.4992 -0.2661 4.0459
H 1.0295 -0.4021 5.0308
H 1.3365 0.7859 3.7500
H 2.5790 -0.4336 4.1691
C 3.1430 -2.1102 2.0932
H 3.5704 -2.6662 2.9456
H 3.5952 -1.1059 2.0974
H 3.4591 -2.6191 1.1708
C 1.0897 -4.2084 0.9108
H 1.1926 -4.9685 1.7053
H 2.0324 -4.1273 0.3623
H 0.3245 -4.5281 0.1950
C -1.3236 0.6824 -4.0058
C -1.5526 -0.6323 -4.2530
C -0.8203 -1.5348 -5.1737
C 0.6943 -1.2511 -5.2831
C 1.3402 -0.7809 -4.0053
C 1.7034 0.5155 -3.8458
C 1.0334 1.7073 -4.4980
C -0.4778 1.6209 -4.8322
H -1.2580 -1.5266 -6.1888
H 0.8753 -0.5401 -6.1124
H -0.9544 -2.5686 -4.8183
H -0.6187 1.4550 -5.9178
H -1.9642 1.2268 -3.2923
H -2.5114 -1.0428 -3.9266
H -0.8873 2.6330 -4.6357
H 1.1714 2.5736 -3.8329
H 2.7135 0.7905 -3.5078
H 1.5584 1.9941 -5.4284
H 1.1822 -2.2063 -5.5635
H 1.5684 -1.5869 -3.2975
P -1.2452 -0.2168 -0.6294
C -2.6590 0.8635 -0.2819
C -1.9577 -1.5880 -1.5788
P 1.8258 0.2611 -1.1211
C 0.0230 0.7259 -1.6553
C 3.4292 -0.5109 -1.5899
C 2.3114 1.6830 -0.0751
H -2.4256 1.4865 0.6013
H -3.5275 0.2187 -0.0678
H -2.8705 1.4999 -1.1569
H -1.2425 -1.9096 -2.3591
H -2.9074 -1.2450 -2.0419
H -2.1897 -2.4544 -0.9114
H 2.4963 2.5292 -0.7611
H 3.2434 1.4450 0.4642
H 1.5190 1.9591 0.6513
H -0.1201 1.8087 -1.7351
H -0.1801 0.2957 -2.6549
H 3.9936 -0.6886 -0.6550
H 4.0457 0.1291 -2.2428
H 3.2600 -1.4810 -2.0822
Se -0.4824 2.0527 2.1604
C -1.0534 3.2135 3.4589
C -1.6001 4.4742 3.1130
C -2.1198 5.3217 4.0757
C -2.0944 4.9438 5.4315
C -1.5339 3.7155 5.8046
C -1.0086 2.8597 4.8383
H -1.6186 4.7538 2.0567
H -2.5434 6.2783 3.7916
H -2.5051 5.5995 6.1947
H -1.5004 3.4217 6.8511
H -0.5725 1.9007 5.1259
```

=====

[5]
Molecular formula: C29H46P2SYb
Method: DFT, ωB97M-V with the def2-TZVPD basis set

Computed properties:
spin multiplicity: 2
maximum force: 0.0622 hartree/bohr
total charge: +1
ΔE to the lowest compared entry with this formula, charge and spin: 424.0 kJ/mol
highest occupied orbital energy (alpha / beta): -9.45 / -9.45 eV

Structure (XYZ):
```
79
C29H46P2SYb, DFT ωB97M-V with the def2-TZVPD basis set
Yb -1.1071 -0.4126 0.1859
C -3.1296 -0.0290 1.9165
C -3.5854 -0.6998 0.7406
C -2.3656 -2.1961 1.9936
C -2.3813 -0.9649 2.6867
C -3.0856 -2.0337 0.7778
C -3.3959 1.3892 2.2822
H -3.3776 2.0422 1.3921
H -2.6267 1.7558 2.9809
H -4.3843 1.5054 2.7710
C -1.6885 -0.6767 3.9648
H -2.0640 0.2484 4.4104
H -0.6012 -0.5556 3.8214
H -1.8189 -1.5020 4.6838
C -1.6601 -3.4255 2.4335
H -1.6897 -3.5300 3.5252
H -0.5961 -3.4120 2.1392
H -2.1154 -4.3130 1.9707
C -3.2284 -3.0513 -0.2874
H -4.1540 -3.6404 -0.1717
H -2.3873 -3.7581 -0.2772
H -3.2570 -2.5965 -1.2863
C -4.3768 -0.1010 -0.3658
H -5.4205 -0.4686 -0.3425
H -3.9492 -0.3571 -1.3526
H -4.3950 0.9939 -0.2913
C 2.0968 2.6697 -2.2241
C 0.9620 3.4219 -2.1265
C 0.1070 3.8223 -3.2822
C 0.0117 2.7797 -4.4110
C 0.0275 1.3613 -3.9189
C 1.1205 0.5623 -4.0484
C 2.5550 1.0128 -4.0445
C 2.8299 2.4092 -3.4910
H 0.4843 4.7787 -3.6969
H 0.7955 2.9868 -5.1571
H -0.9139 4.0526 -2.9228
H 2.6671 3.1864 -4.2604
H 2.6791 2.4458 -1.3149
H 0.7820 4.0248 -1.2412
H 3.9045 2.4533 -3.2505
H 3.1573 0.2869 -3.4684
H 1.0088 -0.4696 -4.4148
H 2.9744 0.9358 -5.0646
H -0.9361 2.9672 -4.9545
H -0.9788 0.9162 -3.8605
P 0.4771 1.6241 0.3444
C 1.4720 3.0318 0.9204
C -0.9732 2.2774 -0.6560
P 0.9546 -1.5183 -1.3352
C 1.1787 0.3957 -0.9772
C -0.5497 -1.4090 -2.3480
C 2.3745 -2.0197 -2.2841
H 2.0822 2.6414 1.7610
H 0.7736 3.7901 1.3353
H 2.1244 3.5019 0.1799
H -0.9180 2.0151 -1.7224
H -0.9549 3.3719 -0.5356
H -1.9489 1.9484 -0.2160
H 2.8360 -1.1910 -2.8007
H 2.0849 -2.7929 -2.9983
H 3.1117 -2.4578 -1.6002
H 2.2832 0.4719 -0.8833
H 0.8733 0.8391 -1.9213
H -1.2159 -2.2552 -2.1438
H -0.2550 -1.4751 -3.4000
H -1.1196 -0.4771 -2.2695
S 1.3487 -1.5682 1.9013
C 2.1210 -1.9621 3.3509
C 1.4042 -2.5905 4.4107
C 2.0282 -2.8616 5.6287
C 3.3912 -2.5627 5.7900
C 4.1286 -1.9792 4.7528
C 3.5053 -1.6799 3.5455
H 0.3536 -2.8470 4.2491
H 1.4357 -3.3027 6.4397
H 3.8702 -2.7986 6.7412
H 5.1848 -1.7516 4.8717
H 4.0442 -1.2235 2.7211
```